131
Properties=species:S:1:pos:R:3:forces:R:3:lowdin_charge:R:1 method="wB97M-V/def2-TZVPD" orbital_gap_ha=0.24704 homo_energy_ev=-4.961 spin_multiplicity=1 charge=-1
C 3.993 -2.638 2.230 -0.1 0.0 0.1 -0.10
O 4.407 -3.813 1.562 0.3 0.1 0.0 -0.20
C 4.372 -3.707 0.148 -0.2 0.0 0.0 -0.22
C 2.966 -3.918 -0.432 0.2 -0.3 0.0 -0.18
C 2.750 -5.313 -1.031 -0.3 0.1 0.3 -0.20
C 2.659 -6.437 0.029 0.0 0.1 -0.4 -0.20
C 1.227 -6.934 0.241 0.1 0.3 0.1 -0.22
C 0.244 -5.813 0.610 0.1 -0.4 0.2 -0.21
C -1.047 -6.348 1.267 0.1 0.5 -0.3 -0.19
C -2.355 -5.720 0.741 -0.4 -0.3 0.2 -0.21
C -3.062 -4.849 1.782 0.1 0.3 -0.1 -0.22
C -2.278 -3.590 2.191 -0.5 0.1 0.3 -0.21
C -2.580 -2.396 1.267 0.4 -0.1 -0.2 -0.15
C -1.406 -1.515 0.820 -0.1 0.3 0.0 -0.60
C -0.345 -2.337 0.106 0.1 -0.2 -0.1 -0.06
O -2.036 -0.550 -0.036 0.3 -0.3 0.1 -0.11
C -1.203 0.353 -0.723 -0.1 0.2 -0.6 -0.32
N -1.220 -0.044 -2.154 0.2 -0.3 0.1 0.10
C -1.570 1.867 -0.526 -0.1 -0.1 0.5 -0.30
C -2.364 2.485 -1.672 -0.1 0.1 -0.1 -0.13
C -3.754 1.885 -1.900 0.0 0.3 -0.1 -0.16
C -4.373 2.331 -3.231 -0.3 -0.2 0.2 -0.25
O -5.429 3.290 -3.069 0.0 0.0 -0.1 -0.09
O -0.308 2.523 -0.347 -0.1 0.0 -0.4 -0.20
C 0.547 2.749 -1.450 0.0 0.5 0.3 -0.21
C 1.864 3.222 -0.831 -0.1 -0.3 0.1 -0.24
C 2.269 2.321 0.339 0.4 -0.1 -0.2 -0.75
C 3.779 2.123 0.488 -0.1 0.1 0.3 -0.18
I 1.455 3.117 2.146 0.1 -0.1 0.5 0.92
C -2.381 2.155 0.828 0.2 -0.2 -0.4 -0.68
O -3.440 1.526 0.955 -0.3 -0.1 0.0 -0.02
O -1.873 2.991 1.595 0.1 0.3 0.4 -0.10
P -0.668 -0.612 2.284 -0.1 -0.3 0.7 0.84
N -0.700 -1.388 3.661 0.1 0.1 -0.2 -0.30
H 2.901 -2.565 2.302 0.0 0.1 -0.1 0.08
H 4.383 -1.741 1.732 0.0 0.0 0.0 0.08
H 4.400 -2.673 3.241 -0.1 0.0 0.0 0.09
H 5.056 -4.476 -0.222 0.0 0.1 0.0 0.12
H 4.758 -2.722 -0.149 0.1 -0.1 0.0 0.11
H 2.759 -3.163 -1.196 -0.1 0.0 0.1 0.11
H 2.264 -3.793 0.396 -0.1 0.2 -0.2 0.08
H 1.800 -5.282 -1.574 0.2 -0.1 -0.2 0.10
H 3.552 -5.529 -1.744 -0.1 0.1 0.0 0.10
H 3.266 -7.275 -0.329 0.1 0.0 0.3 0.10
H 3.070 -6.070 0.975 0.1 -0.1 0.0 0.11
H 0.867 -7.407 -0.677 0.0 -0.1 0.2 0.08
H 1.214 -7.665 1.058 0.1 -0.1 -0.2 0.11
H 0.760 -5.153 1.316 -0.1 0.2 -0.2 0.10
H -0.016 -5.257 -0.293 0.1 0.1 0.1 0.09
H -1.070 -7.431 1.128 -0.1 0.1 0.1 0.09
H -0.987 -6.119 2.336 0.0 -0.3 0.0 0.11
H -2.195 -5.146 -0.178 0.1 0.0 0.1 0.10
H -3.040 -6.530 0.464 0.0 0.1 -0.1 0.10
H -4.032 -4.515 1.392 0.0 -0.1 0.0 0.11
H -3.284 -5.443 2.677 0.1 -0.1 -0.1 0.10
H -1.210 -3.794 2.290 -0.1 0.0 -0.1 0.09
H -2.610 -3.313 3.192 0.3 0.0 0.0 0.09
H -2.985 -2.772 0.319 -0.2 0.1 0.1 0.12
H -3.316 -1.729 1.723 -0.1 -0.1 -0.1 0.13
H 0.362 -1.727 -0.459 0.0 0.1 0.1 0.07
H 0.232 -2.933 0.817 -0.1 0.0 0.0 0.06
H -0.825 -3.032 -0.593 0.0 0.1 0.0 0.09
H -0.164 0.283 -0.381 -0.1 0.0 0.3 0.12
H -0.267 -0.183 -2.476 0.0 0.2 -0.1 0.07
H -1.641 -0.968 -2.185 -0.1 0.1 0.0 0.08
H -2.467 3.554 -1.449 0.0 -0.1 0.0 0.14
H -1.809 2.414 -2.613 0.1 -0.1 0.1 0.10
H -4.417 2.229 -1.104 0.1 -0.3 0.1 0.11
H -3.709 0.795 -1.848 0.0 0.1 0.0 0.11
H -4.792 1.454 -3.740 0.2 0.1 -0.2 0.10
H -3.640 2.816 -3.878 0.0 -0.1 0.0 0.11
H -6.114 2.867 -2.539 0.1 0.1 0.0 0.07
H 0.147 3.548 -2.080 0.1 -0.2 -0.2 0.12
H 0.737 1.858 -2.067 -0.2 0.0 0.1 0.12
H 1.728 4.250 -0.488 0.2 0.0 -0.1 0.09
H 2.660 3.186 -1.577 -0.2 0.1 0.0 0.09
H 1.801 1.339 0.248 -0.1 0.1 -0.1 0.05
H 4.226 2.937 1.062 0.1 0.0 -0.2 0.05
H 3.987 1.204 1.042 0.0 0.0 -0.1 0.06
H 4.254 2.073 -0.497 0.0 -0.1 0.1 0.07
H -1.293 0.637 2.302 0.1 0.2 -0.3 0.02
H 0.653 -0.374 1.830 -0.1 0.1 -0.2 0.00
H -1.190 -0.838 4.357 0.0 -0.1 0.0 -0.05
C 3.280 4.720 -4.109 0.1 0.2 0.0 -0.35
O 2.306 4.124 -3.701 -0.1 -0.6 -0.1 0.01
N 3.348 6.061 -4.117 0.1 0.2 -0.1 -0.19
C 4.493 6.790 -4.614 -0.2 0.0 0.1 -0.07
C 2.196 6.781 -3.584 0.1 -0.1 -0.1 -0.04
H 4.186 4.216 -4.495 0.0 0.0 0.0 0.13
H 4.928 7.410 -3.827 0.0 0.0 0.0 0.09
H 4.205 7.440 -5.444 0.0 0.0 0.0 0.09
H 5.250 6.090 -4.966 0.0 0.0 0.0 0.08
H 2.032 6.505 -2.545 -0.1 0.1 0.0 0.08
H 1.300 6.520 -4.147 0.0 0.0 0.0 0.10
H 2.368 7.850 -3.643 0.0 0.0 0.0 0.08
C 1.238 9.057 -0.524 -0.2 -0.1 0.5 -0.35
O 1.041 8.597 -1.634 0.0 0.1 -0.2 -0.01
N 0.564 8.695 0.584 0.2 0.1 -0.3 -0.17
C 0.843 9.282 1.877 0.0 -0.1 0.0 -0.06
C -0.471 7.671 0.480 0.1 0.2 -0.8 -0.03
H 2.016 9.818 -0.332 0.0 0.0 0.0 0.13
H 1.157 8.515 2.589 -0.1 0.1 0.0 0.08
H -0.047 9.775 2.272 0.0 0.0 0.1 0.09
H 1.637 10.021 1.775 0.1 0.0 0.0 0.07
H -0.050 6.739 0.105 0.1 0.0 -0.1 0.09
H -1.250 7.992 -0.212 0.0 0.0 -0.2 0.09
H -0.900 7.495 1.464 0.2 0.2 -0.8 0.01
C -1.445 -8.782 -2.485 0.0 0.0 0.0 -0.33
O -1.077 -7.980 -1.651 -0.1 0.0 -0.1 0.02
N -1.876 -10.027 -2.190 0.0 0.0 0.0 -0.20
C -2.308 -10.958 -3.207 0.0 0.0 0.1 -0.07
C -1.901 -10.426 -0.793 0.0 0.1 0.0 -0.04
H -1.459 -8.557 -3.565 0.0 0.0 0.0 0.14
H -3.349 -11.249 -3.050 0.0 0.0 0.0 0.09
H -1.691 -11.859 -3.196 0.0 0.0 0.0 0.09
H -2.223 -10.491 -4.187 0.0 0.0 0.0 0.08
H -2.549 -9.763 -0.218 0.0 0.0 0.0 0.09
H -0.901 -10.369 -0.362 0.0 0.0 0.0 0.09
H -2.270 -11.447 -0.722 0.0 0.0 0.0 0.08
C -1.314 6.065 3.308 -0.1 -0.8 0.2 -0.28
O -1.145 7.233 2.985 -0.4 0.0 2.0 -0.04
N -1.298 5.619 4.580 0.0 0.1 -0.3 -0.18
C -1.504 4.213 4.876 0.0 -0.1 0.0 -0.05
C -1.068 6.561 5.655 0.0 0.0 -0.1 -0.05
H -1.493 5.258 2.578 0.0 0.0 -0.1 0.13
H -2.383 4.078 5.512 0.0 0.0 0.0 0.09
H -0.634 3.795 5.388 0.0 0.0 0.0 0.09
H -1.658 3.666 3.944 0.0 0.0 -0.1 0.06
H -1.836 7.336 5.658 0.0 0.0 0.0 0.09
H -0.101 7.052 5.534 0.0 0.0 0.0 0.09
H -1.087 6.028 6.603 0.0 0.0 0.0 0.08